Entry 1:
This record from the Open Molecules 2025 dataset describes an isolated ion of composition C8H5FNO3 and charge -1 at a distorted geometry. The level of theory is ωB97M-V/def2-TZVPD.

Positions of all 18 atoms, in Å:
N 2.316 2.250 -1.058
C 1.838 1.308 -0.617
C 0.754 0.773 0.213
F 0.840 1.118 1.558
C -0.552 1.386 -0.363
C -1.839 0.566 -0.050
O -2.939 0.917 -0.445
C -1.736 -0.705 0.652
C -0.435 -1.473 0.361
C 0.665 -0.893 0.004
C 2.036 -1.506 -0.352
O 2.671 -0.628 -1.039
O 2.348 -2.639 -0.185
H -0.498 1.695 -1.374
H -0.619 2.332 0.233
H -2.663 -1.392 0.427
H -1.831 -0.607 1.788
H -0.358 -2.503 0.247

Output
net charge = -1
LUMO level = 3.3 eV
calculated total energy = -18726.906 eV
energy relative to the best compared isomer or geometry (same formula, charge and spin) = 0.000 eV
gap between HOMO and LUMO = 8.3 eV
SMILES = N#C[C@@]1(F)CC(=O)CC=C1C(=O)[O-]

=====

Entry 2:
This record from the Open Molecules 2025 dataset describes a 3-piece molecular cluster, C8H5N2O4S overall at a distorted geometry. The level of theory is ωB97M-V/def2-TZVPD.

Positions of all 20 atoms, in Å:
C 2.979 -2.774 -0.630
C -0.966 0.700 0.050
C -0.909 -0.523 -0.694
C 0.126 1.066 0.776
C 0.240 -1.205 -0.855
C 1.189 0.138 0.904
C 1.359 -0.942 0.029
C 2.497 -1.623 -0.065
N 3.413 -3.769 -0.963
N 4.190 -0.718 0.907
O 3.641 1.400 -2.050
O 4.732 -1.324 1.813
O 4.438 0.439 0.654
O 3.365 3.039 -0.282
S 3.105 1.712 -0.739
H -1.745 1.433 -0.109
H -1.697 -0.811 -1.412
H 0.307 1.977 1.352
H 0.122 -2.264 -1.151
H 1.974 0.472 1.678

Output
net charge = -1
LUMO level (alpha / beta) = 2.6 / 2.6 eV
calculated total energy = -30377.510 eV
energy relative to the best compared isomer or geometry (same formula, charge and spin) = 6.992 eV
gap between HOMO and LUMO (alpha / beta) = 6.4 / 6.4 eV

=====

Entry 3:
This record from the Open Molecules 2025 dataset describes C8H6BiBr2Cl2O6Se4 as an isolated structure. The level of theory is ωB97M-V/def2-TZVPD.

Positions of all 29 atoms, in Å:
Bi 0.398 -1.043 -1.426
Br 1.605 3.415 -0.599
C 3.044 2.170 -0.909
Br 2.986 1.371 -2.655
H 2.946 1.363 -0.191
H 3.977 2.709 -0.817
O -0.019 -2.317 -4.405
Cl 1.291 -2.783 -4.005
O 1.752 -3.840 -4.851
O 2.217 -1.666 -4.010
O 1.193 -3.268 -2.614
Cl -3.751 2.128 4.290
C -2.594 1.555 3.108
C -1.258 1.358 3.488
C -0.336 0.925 2.576
C -0.684 0.657 1.221
O 0.247 0.264 0.425
C -2.044 0.864 0.867
C -2.534 0.681 -0.476
O -1.879 0.353 -1.456
C -2.976 1.310 1.823
H -0.967 1.546 4.514
H 0.695 0.756 2.860
H -3.612 0.895 -0.610
H -4.006 1.466 1.521
Se -1.058 -2.795 -0.066
Se 0.647 -4.093 0.873
Se 1.953 -2.417 1.769
Se 2.768 -1.563 -0.246

Output
net charge = -1
LUMO level = 2.2 eV
calculated total energy = -453030.790 eV
energy relative to the best compared isomer or geometry (same formula, charge and spin) = 0.000 eV
gap between HOMO and LUMO = 7.5 eV

=====

Entry 4:
This record from the Open Molecules 2025 dataset describes C8H6BiN2O5 as an isolated structure at a distorted geometry. The level of theory is ωB97M-V/def2-TZVPD.

Positions of all 22 atoms, in Å:
O -3.503 3.017 -4.348
C -2.876 2.477 -3.570
Bi -1.183 1.019 -1.469
O 0.200 4.255 -0.437
C -0.241 3.258 -0.771
C -2.198 -1.155 -2.257
O -2.642 -2.153 -2.594
C 0.648 0.789 -3.193
O 1.481 0.678 -3.966
C -3.082 1.308 0.172
O -3.934 1.434 0.921
C 1.663 -2.658 1.627
N 1.409 -1.214 1.749
C 1.976 -0.476 2.889
C 0.702 -0.604 0.871
N 0.050 -0.043 0.062
H 2.276 -2.951 2.478
H 2.185 -2.879 0.688
H 0.718 -3.216 1.631
H 2.641 0.323 2.538
H 1.178 -0.017 3.486
H 2.533 -1.191 3.492

Output
net charge = +3
LUMO level = -12.9 eV
calculated total energy = -27415.311 eV
energy relative to the best compared isomer or geometry (same formula, charge and spin) = 0.000 eV
gap between HOMO and LUMO = 7.6 eV

=====

Entry 5:
This record from the Open Molecules 2025 dataset describes an isolated molecule of C8H6Br2Cl2O at a distorted geometry. The level of theory is ωB97M-V/def2-TZVPD.

Positions of all 19 atoms, in Å:
C 2.879 -0.310 0.966
C 2.058 0.474 -0.075
O 2.560 1.123 -0.974
C 0.631 0.188 0.179
C -0.296 1.197 0.133
Cl 0.246 2.797 -0.255
C -1.752 1.204 0.446
C -2.546 0.383 -0.182
Br -4.505 0.480 -0.048
C -1.926 -0.481 -1.180
C -1.192 -1.567 -0.900
Cl -0.207 -2.434 -1.907
Br -1.748 -2.504 0.676
H 3.001 -1.477 0.779
H 2.295 -0.207 1.828
H 3.887 0.053 0.954
H 0.520 -0.842 0.716
H -2.154 2.013 1.022
H -1.751 -0.090 -2.176

Output
LUMO level = -0.5 eV
calculated total energy = -175567.404 eV
energy relative to the best compared isomer or geometry (same formula, charge and spin) = 0.000 eV
gap between HOMO and LUMO = 8.9 eV
SMILES = CC(=O)/C=C(Cl)/C=C(Br)\C=C(\Cl)Br

=====

Entry 6:
This record from the Open Molecules 2025 dataset describes an isolated molecule of C8H6Br2S at a distorted geometry. The level of theory is ωB97M-V/def2-TZVPD.

Positions of all 17 atoms, in Å:
C -0.546 -1.191 -1.840
C -0.621 0.069 -2.390
C -0.357 -1.350 -0.432
C -0.714 1.216 -1.615
C -0.149 -0.259 0.370
C -0.386 1.092 -0.233
C 0.388 -0.333 1.794
C 1.607 0.530 2.109
S -0.380 2.363 0.853
Br -1.113 0.296 3.019
Br 3.043 0.308 1.067
H -0.713 -2.162 -2.478
H -0.851 0.121 -3.465
H -0.411 -2.426 -0.147
H -1.247 2.138 -1.846
H 0.776 -1.344 2.097
H 1.675 0.932 3.139

Output
LUMO level (alpha / beta) = -0.6 / -2.0 eV
calculated total energy = -159309.792 eV
gap between HOMO and LUMO (alpha / beta) = 7.4 / 5.6 eV

=====

Entry 7:
This record from the Open Molecules 2025 dataset describes C8H6Br3NO2 as an isolated structure at a distorted geometry. The level of theory is ωB97M-V/def2-TZVPD.

Positions of all 20 atoms, in Å:
C 2.862 1.020 0.021
C 2.214 0.063 0.779
C 2.131 1.857 -0.808
C 0.834 -0.072 0.725
C 0.757 1.748 -0.861
C 0.114 0.788 -0.087
C -1.957 -1.888 0.359
C -2.086 0.093 0.578
N -1.926 -2.111 -0.914
O -1.877 -2.485 1.369
O -1.266 0.775 -0.232
Br -1.898 0.341 2.486
Br -3.893 0.511 -0.002
Br -1.774 -3.909 -1.695
H 3.935 1.114 0.071
H 2.777 -0.594 1.423
H 2.626 2.601 -1.413
H 0.351 -0.837 1.312
H 0.160 2.393 -1.486
H -2.082 -1.410 -1.623

Output
LUMO level = -1.2 eV
calculated total energy = -224103.570 eV
energy relative to the best compared isomer or geometry (same formula, charge and spin) = 0.000 eV
gap between HOMO and LUMO = 7.7 eV

=====

Entry 8:
This record from the Open Molecules 2025 dataset describes an isolated ion of composition C8H6BrN2OS and charge +1 at a distorted geometry. The level of theory is ωB97M-V/def2-TZVPD.

Positions of all 19 atoms, in Å:
C -0.587 0.908 -3.044
C -1.039 1.702 -2.022
C 0.180 -0.326 -2.826
C -0.715 1.306 -0.728
C 0.542 -0.666 -1.526
C 0.043 0.112 -0.478
C 0.438 -0.983 1.680
C 1.434 -1.319 2.740
N -0.321 0.234 3.553
N 0.458 -0.162 0.787
O 2.350 -2.094 2.657
S 0.953 -0.356 4.277
Br -0.925 -2.488 1.923
H -0.688 1.431 -3.962
H -1.658 2.562 -2.210
H 0.350 -1.013 -3.721
H -0.989 1.821 0.187
H 1.163 -1.479 -1.285
H -0.990 0.810 3.998

Output
net charge = +1
LUMO level (alpha / beta) = -4.6 / -7.6 eV
calculated total energy = -94287.213 eV
gap between HOMO and LUMO (alpha / beta) = 8.7 / 4.7 eV

=====

Entry 9:
This record from the Open Molecules 2025 dataset describes an isolated ion of composition C8H6BrN4 and charge -1 at a distorted geometry. The level of theory is ωB97M-V/def2-TZVPD.

Positions of all 19 atoms, in Å:
Br -2.200 -2.338 0.032
C -1.321 -0.669 -0.656
C 0.120 -0.580 -0.279
C 0.961 0.262 -1.009
C 2.235 0.401 -0.640
C 2.792 -0.124 0.542
C 1.934 -0.972 1.287
C 0.648 -1.252 0.854
C -2.099 0.608 -0.208
N -2.831 1.284 -1.091
N -3.315 2.318 -0.387
N -2.862 2.264 0.841
N -2.118 1.207 1.011
H -1.611 -0.727 -1.672
H 0.669 0.649 -2.079
H 2.906 0.893 -1.417
H 3.851 0.012 0.964
H 2.207 -1.411 2.369
H 0.033 -1.826 1.537

Output
net charge = -1
LUMO level = 3.1 eV
calculated total energy = -84396.087 eV
energy relative to the best compared isomer or geometry (same formula, charge and spin) = 0.000 eV
gap between HOMO and LUMO = 8.2 eV
SMILES = Br[C@H](c1ccccc1)c1nn[n-]n1

=====

Entry 10:
This record from the Open Molecules 2025 dataset describes C8H6Cl2CoN2O3Ru as an isolated structure at a distorted geometry. The level of theory is ωB97M-V/def2-TZVPD.

Positions of all 23 atoms, in Å:
Co 1.783 3.969 -0.529
Ru 0.179 0.822 0.270
Cl 1.642 1.638 -1.263
Cl 0.490 3.101 1.062
C 0.404 0.305 1.970
C 2.787 4.250 -1.975
C 2.141 5.750 -0.356
O 0.331 -0.051 3.095
O 3.391 4.847 -2.773
O 2.490 6.841 -0.566
N -2.253 -1.099 1.627
C -1.590 -1.798 0.669
C -1.996 -3.110 0.346
C -1.357 -3.792 -0.676
C -0.254 -3.185 -1.271
C 0.183 -1.951 -0.795
N -0.569 -1.179 0.018
H -1.866 -0.265 2.060
H -2.959 -1.603 2.147
H -2.770 -3.526 1.003
H -1.712 -4.772 -0.981
H 0.359 -3.679 -2.021
H 1.145 -1.511 -1.060

Output
net charge = +4
multiplicity = 10
LUMO level (alpha / beta) = -15.2 / -19.3 eV
calculated total energy = -82714.747 eV
energy relative to the best compared isomer or geometry (same formula, charge and spin) = 0.701 eV
gap between HOMO and LUMO (alpha / beta) = 8.6 / 6.2 eV

=====

Entry 11:
This record from the Open Molecules 2025 dataset describes C8H6Cl2NO4PtSbSe4 as an isolated structure. The level of theory is ωB97M-V/def2-TZVPD.

Positions of all 27 atoms, in Å:
Pt 0.483 -0.518 0.348
O -3.577 -0.253 -0.286
C -2.286 -0.613 -0.043
O -1.408 0.317 -0.060
C -1.983 -1.957 0.203
C -2.799 -3.120 0.255
C -2.202 -4.326 0.521
C -0.810 -4.447 0.742
C -0.057 -3.285 0.679
N -0.641 -2.133 0.423
C 1.453 -3.135 0.874
O 2.118 -4.130 1.112
O 1.905 -1.928 0.751
H -3.540 0.701 -0.434
H -3.864 -3.044 0.088
H -2.821 -5.216 0.561
H -0.327 -5.389 0.953
Cl -1.403 3.594 -0.956
C -0.796 5.248 -1.147
Cl 0.943 5.357 -0.866
H -1.303 5.876 -0.423
H -1.013 5.573 -2.158
Se 4.706 2.039 -2.284
Sb 4.045 1.845 0.153
Se 1.550 1.670 0.110
Se 5.355 0.229 1.325
Se 4.456 4.223 0.423

Output
net charge = -2
multiplicity = 3
LUMO level (alpha / beta) = 4.1 / 4.0 eV
calculated total energy = -314291.238 eV
energy relative to the best compared isomer or geometry (same formula, charge and spin) = 1.466 eV
gap between HOMO and LUMO (alpha / beta) = 5.5 / 5.7 eV

=====

Entry 12:
This record from the Open Molecules 2025 dataset describes an isolated molecule of C8H6Cl3NO3 at a distorted geometry. The level of theory is ωB97M-V/def2-TZVPD.

Positions of all 21 atoms, in Å:
C -2.148 -0.826 -1.281
C -1.910 0.500 -0.940
C -1.432 -1.870 -0.771
C -0.846 0.905 -0.247
C -0.592 -1.521 0.247
C -0.152 -0.220 0.316
C 1.177 0.241 0.654
C 2.235 -0.060 -0.304
N 1.454 0.969 1.618
O 0.325 0.856 2.728
O 2.335 1.696 2.074
O -0.661 2.122 0.238
Cl 3.459 1.244 -0.778
Cl 3.322 -1.524 0.372
Cl 1.647 -0.762 -1.871
H -2.834 -0.932 -2.170
H -2.405 1.294 -1.518
H -1.593 -2.813 -1.231
H -1.236 2.550 -0.380
H 0.140 -2.125 0.821
H -0.283 0.276 2.423

Output
multiplicity = 3
LUMO level (alpha / beta) = -0.2 / -3.9 eV
calculated total energy = -53582.353 eV
energy relative to the best compared isomer or geometry (same formula, charge and spin) = 3.702 eV
gap between HOMO and LUMO (alpha / beta) = 5.7 / 5.3 eV